The following is a DFT calculation (wB97M-V/def2-TZVPD) of a structure of composition C8H12N4.

Structure (ORCA input):
```
! wB97M-V def2-TZVPD RIJCOSX def2/J DEFGRID3
* xyz 2 3
N 1.76 0.54 -0.26
N 2.94 -2.03 0.52
H 3.71 -1.95 -0.24
H -2.31 2.21 0.92
H 3.05 -2.81 1.15
N 3.54 1.96 -0.43
H 0.23 -1.27 -1.51
H -4.04 -0.72 -0.64
C 2.31 -0.91 0.86
H -4.53 0.97 0.00
C -4.01 0.06 0.12
C -0.37 1.43 0.52
C -1.79 1.38 0.57
H 3.83 2.74 -0.97
H 0.13 2.22 0.94
C -1.63 -0.73 -0.71
H -2.22 -1.63 -1.16
N 2.38 1.59 -0.41
C -0.30 -0.55 -0.88
H -4.18 -0.29 1.05
C 0.35 0.44 -0.17
H 4.30 1.68 0.20
C -2.45 0.26 0.03
H 1.54 -0.85 1.51
*
```

As for the LUMO energy (spin up / spin down): -0.295 / -0.421 Ha. As for the energy above the lowest of the compared OMol25 structures with the same formula, charge and spin: 4.4618 eV. The calculation puts the gap between HOMO and LUMO (spin up / spin down) at 0.25300 / 0.23093 Ha.

---

The following is a DFT calculation (wB97M-V/def2-TZVPD) of a structure of composition C31H37F5N7O2S4Ti.

Structure (ORCA input):
```
! wB97M-V def2-TZVPD RIJCOSX def2/J DEFGRID3
* xyz -1 1
H -1.59 -2.20 4.75
C -2.48 -0.63 1.98
H 3.11 -3.93 -0.37
Ti -0.05 -0.51 -0.05
F 3.13 2.69 2.64
H -4.47 -2.18 2.33
C 0.12 0.05 -2.81
H -3.31 -0.22 -0.73
H 3.80 -3.79 1.25
H -3.27 1.24 0.33
H -3.40 -6.45 -0.11
N -0.42 0.53 -1.61
H 6.92 -0.61 0.11
H 2.18 -3.14 0.90
H -3.19 7.02 0.40
H -1.69 3.45 -2.62
H -2.08 -6.94 -1.20
S -2.54 3.06 1.71
H 0.33 -5.35 -0.77
C -3.55 -0.69 4.19
C -1.32 -1.60 3.88
C 3.08 1.46 -1.37
H 1.24 -2.82 -3.95
H 1.65 -1.27 -4.70
C -1.58 -5.30 0.14
F 0.89 -1.46 1.93
C -1.04 1.72 -1.59
N -3.67 -0.51 1.35
H -4.39 6.12 -0.55
H -0.67 -0.78 4.22
C -3.33 4.45 1.20
H -0.99 2.54 -4.86
H -4.86 -2.05 0.61
H 2.01 1.28 -1.50
H -2.10 -4.44 0.58
S -1.65 -2.38 -0.60
C 3.82 -1.98 0.12
C 1.64 -1.82 -3.76
H -4.82 0.47 -0.06
N 1.67 -0.94 -0.48
C 5.19 -1.86 0.29
C 2.90 1.40 2.95
C -0.31 -3.45 -0.85
O -2.77 5.02 0.10
O -1.40 -0.34 1.43
H -5.67 -0.99 1.79
C 3.52 -0.54 4.25
C 3.76 0.28 -0.75
C 2.58 -1.28 3.54
F 4.27 -1.11 5.21
H -2.96 -5.44 -1.49
N -2.53 -1.13 3.26
N 0.85 -3.03 -1.26
N 0.90 -1.63 -1.39
H -3.08 -0.06 4.96
F 2.42 -2.59 3.80
C -1.22 2.49 -2.71
H -2.79 6.49 -1.27
H 3.53 1.67 -2.34
C 0.85 -1.11 -2.71
H 3.20 2.33 -0.74
H -1.18 -5.92 0.95
F 4.59 1.55 4.58
N -0.49 -4.78 -0.65
C 3.67 0.82 3.93
H -0.78 -2.22 3.18
S -4.68 5.10 1.91
H -4.01 -1.55 4.68
H 2.67 -1.94 -3.42
H 5.74 -2.70 0.70
H 0.17 0.35 -4.95
H -4.31 -0.10 3.69
H 5.64 1.28 -0.81
S 0.88 1.48 1.12
C 5.13 0.37 -0.55
C 3.19 -3.28 0.51
H -1.38 2.06 -0.61
C -0.14 0.79 -4.01
C 5.85 -0.69 -0.03
C -0.79 1.98 -3.96
C 1.79 -0.66 2.59
C -3.32 6.23 -0.35
C 1.89 0.70 2.24
C -2.57 -6.09 -0.72
C -4.73 -1.48 1.54
C 3.07 -0.90 -0.40
C -3.76 0.28 0.14
*
```

As for the LUMO energy: 0.080 Ha. As for the energy above the lowest of the compared OMol25 structures with the same formula, charge and spin: 1.3841 eV. The calculation puts the gap between HOMO and LUMO at 0.21994 Ha.

---

The following is a DFT calculation (wB97M-V/def2-TZVPD) of a structure of composition C2H6N3S.

Structure (ORCA input):
```
! wB97M-V def2-TZVPD RIJCOSX def2/J DEFGRID3
* xyz 1 1
H 1.33 2.00 -0.26
H 0.92 1.55 2.50
N 0.26 1.00 1.99
H -0.35 0.54 2.66
H -1.90 -0.54 -1.22
H -0.09 -1.04 -2.47
S 1.60 0.10 -1.31
H 0.31 -2.18 -0.98
N -1.27 -1.24 -0.88
N 1.04 1.13 -0.16
C -0.22 -1.47 -1.49
C 0.11 0.66 0.76
*
```

As for the LUMO energy (spin up / spin down): -0.267 / -0.255 Ha. As for the energy above the lowest of the compared OMol25 structures with the same formula, charge and spin: 5.8252 eV. The calculation puts the gap between HOMO and LUMO (spin up / spin down) at 0.24659 / 0.26243 Ha.

---

The following is a DFT calculation (wB97M-V/def2-TZVPD) of a structure of composition C21H25Br30F4N2O.

Structure (ORCA input):
```
! wB97M-V def2-TZVPD RIJCOSX def2/J DEFGRID3
* xyz 1 1
Br 7.11 -1.48 4.27
Br -1.90 8.44 -0.99
C -0.75 -5.18 -2.00
H 7.05 -1.54 1.81
C -0.83 -0.77 -1.32
C 2.91 3.26 -1.00
H 0.17 1.95 1.51
C -0.74 1.38 -0.31
Br 0.30 -10.29 -2.14
H -2.58 4.38 -5.73
Br 2.05 -1.44 1.52
C -1.82 4.60 -5.00
H -2.99 0.30 2.94
H -2.93 0.85 -2.00
Br -8.09 -0.53 4.21
Br 1.06 7.34 -1.28
H 2.78 2.21 -0.79
H -0.34 2.33 -0.63
Br -1.14 5.62 0.24
C -1.05 0.27 2.02
H -2.43 1.90 2.49
Br 4.45 4.72 3.97
Br -2.33 3.71 -3.35
Br 4.58 3.50 -1.90
C -2.46 0.86 2.17
Br 1.42 3.78 -2.13
H 1.95 -3.88 1.16
C -4.02 -0.61 -3.12
C 7.12 -0.72 2.51
H -3.86 -1.52 -3.68
H 5.97 5.98 2.48
Br 1.59 -9.05 -4.77
Br 4.38 -3.52 0.93
C -1.03 -4.33 -0.72
Br -4.08 -2.82 3.31
F -1.26 -6.41 -1.82
C -0.80 6.89 -1.17
C 4.77 7.35 -0.97
C -3.10 -0.18 -2.26
Br -1.77 6.50 -4.77
Br -0.16 3.92 -5.67
C -7.74 -2.33 4.81
H -3.25 -2.93 -1.68
H -4.94 -0.06 -3.26
Br 8.75 0.22 2.14
C 0.03 -9.13 -3.65
C 5.58 4.97 2.43
Br 4.83 6.84 -2.83
H -6.67 -2.43 4.91
H -1.83 1.46 -0.29
H 3.95 6.80 -0.52
Br 7.07 3.76 2.46
C -0.14 1.01 1.03
C -2.84 -4.30 3.26
C -2.33 -2.38 -1.51
H -1.07 6.41 -2.09
F -2.15 -4.76 -0.12
C -0.25 -1.92 -0.91
Br 6.36 6.84 -0.04
F 0.02 -4.40 0.10
H -3.09 -4.88 2.38
H 0.76 0.43 0.86
Br 4.59 4.82 0.79
N -2.14 -1.08 -1.72
H -1.21 -4.72 -2.88
H -1.12 -0.80 1.80
Br -8.32 -3.63 3.52
Br 5.58 0.40 2.22
Br -1.03 -3.68 3.04
H -0.14 -8.14 -3.26
Br -8.50 -2.66 6.54
H -3.06 0.76 1.27
Br 2.87 4.19 0.69
Br 4.38 9.22 -0.76
Br -1.54 -9.62 -4.65
C 2.64 -3.26 1.71
N -1.21 -2.91 -1.03
Br -3.02 -5.44 4.78
Br 2.55 -3.87 3.52
H 0.75 -2.09 -0.53
H -0.57 0.33 3.00
O -0.33 0.46 -1.39
F 0.57 -5.25 -2.19
*
```

As for the LUMO energy: -0.140 Ha. The calculation puts the gap between HOMO and LUMO at 0.13916 Ha.

---

The following is a DFT calculation (wB97M-V/def2-TZVPD) of a cluster of 9 separate species, C26H64NO11S9 in total.

Structure (ORCA input):
```
! wB97M-V def2-TZVPD RIJCOSX def2/J DEFGRID3
* xyz -1 1
C -0.37 -3.45 11.64
H 0.16 0.13 2.88
H 7.25 -8.08 -5.81
H 5.56 -1.60 -8.42
C 6.44 -2.38 -5.82
H -4.81 -0.97 -9.77
O -1.94 -3.10 -9.54
H 6.35 -0.22 -7.62
H -2.67 -1.53 6.34
S -1.34 0.42 5.93
H 1.64 -2.59 9.86
H -2.64 0.42 -9.52
H -1.78 5.69 3.28
H -1.02 -0.30 -9.32
C -3.70 4.50 2.77
C -5.26 2.84 1.31
C 1.97 -4.69 -6.18
H 6.37 -2.86 -4.84
O -4.49 1.28 3.18
C -4.21 6.76 2.74
H -1.91 -0.55 -10.84
H -4.82 0.37 3.10
O 4.92 -0.30 -5.14
H 1.98 -5.10 -7.19
C -2.14 4.90 2.53
H 9.30 -4.85 -5.56
H 9.71 -4.76 -3.83
H 7.94 -6.67 -6.65
C -3.97 5.10 8.28
H 3.00 -0.58 -4.42
H -2.14 -0.76 7.86
H 4.63 -0.12 -8.08
H 10.41 -6.05 -4.84
S -2.74 -1.93 -9.05
C 0.02 -3.07 -7.08
C -2.01 -0.44 -9.76
H -3.48 4.24 8.73
H -3.38 3.88 0.63
H -0.15 3.74 2.31
H -4.84 4.97 0.79
O -2.18 1.62 0.36
C 0.17 1.37 0.99
S -0.62 -2.07 10.50
N -4.47 5.67 3.36
H 2.95 -4.83 -5.72
H -3.14 1.44 7.16
O 6.91 -5.63 -4.19
H -4.92 2.04 0.55
H -0.98 3.64 3.94
C 0.93 0.71 2.25
C -1.18 3.61 2.80
C 2.77 -0.86 -3.39
O 2.81 0.12 -0.91
O -1.82 2.34 2.49
S -5.42 4.52 7.38
H 3.31 -1.77 -3.13
S -3.69 8.04 1.78
C -4.28 4.11 1.30
H -6.29 3.20 0.92
O -0.32 1.15 6.75
H 0.15 -3.59 -8.03
C -1.84 -1.04 6.85
H 0.12 -3.08 12.54
C -5.99 6.15 6.86
H -3.29 5.59 7.59
H 0.12 0.53 0.19
S 3.30 0.46 -2.28
C 5.42 -0.78 -7.72
O 2.57 -2.30 -7.20
H 1.73 0.02 1.82
H 9.01 -7.93 -5.96
H -5.23 6.60 6.22
H 1.21 -0.89 9.53
H -4.27 5.79 9.07
H -5.79 2.98 3.55
H -6.92 6.03 6.31
H -1.00 -1.73 6.90
S 1.61 -2.92 -6.24
S 4.93 -1.44 -6.11
H -1.92 5.23 1.46
H 1.36 1.53 2.90
H -4.02 -1.89 -11.08
H 2.44 1.91 -3.99
H 1.69 -1.03 -3.28
H 1.15 1.39 -2.87
H 1.57 -1.40 11.20
H 6.54 -3.15 -6.59
C -5.53 2.22 2.75
H -0.67 -3.63 -6.44
C -4.26 -1.87 -10.02
H -6.16 6.78 7.74
H -3.70 0.74 5.61
O -6.40 4.00 8.39
H -0.37 -2.07 -7.25
H -1.34 -3.86 11.90
H 0.82 2.18 0.55
O -1.15 -2.64 9.22
C 2.19 1.72 -2.95
C -2.91 1.30 6.10
H 1.21 -5.19 -5.57
C 1.13 -1.71 10.25
S 8.13 -6.50 -4.25
C -1.33 1.79 1.28
H -6.48 1.56 2.64
H 7.31 -1.72 -5.84
C 8.08 -7.38 -5.83
H -4.86 -2.75 -9.77
C 9.53 -5.43 -4.67
H 0.24 -4.22 11.16
H 2.32 2.64 -2.37
H -2.81 2.28 5.63
*
```

As for the LUMO energy: 0.048 Ha. The calculation puts the gap between HOMO and LUMO at 0.12944 Ha.

---

The following is a DFT calculation (wB97M-V/def2-TZVPD) of an isolated molecule of C4H8N2O.

Structure (ORCA input):
```
! wB97M-V def2-TZVPD RIJCOSX def2/J DEFGRID3
* xyz 0 1
H -2.80 -0.26 -0.41
H 2.46 0.83 -1.58
H -1.58 -1.11 -1.55
H 0.21 -1.89 0.29
C 0.39 -0.83 0.50
C -1.00 1.19 0.58
C 1.70 -0.42 -0.18
H -1.55 1.86 -0.07
N 1.59 0.47 -1.20
H 0.54 -0.72 1.58
N -0.82 -0.07 0.13
C -1.79 -0.56 -0.65
H 0.77 1.06 -1.23
H -0.84 1.44 1.62
O 2.74 -0.95 0.16
*
```

As for the LUMO energy (spin up / spin down): 0.015 / 0.014 Ha. As for the energy above the lowest of the compared OMol25 structures with the same formula, charge and spin: 3.3383 eV. The calculation puts the gap between HOMO and LUMO (spin up / spin down) at 0.29168 / 0.29051 Ha.

---

Quick rundown of strongest force on any atom, same order as above: 5.88, 1.83, 6.41, 18.24, 5.85, 0.45 eV/Å